# 1
The following is a quantum chemistry calculation of a cluster of 22 separate species, H44O22 in total at a distorted geometry, from OMol25.

Properties
E_tot in hartree: -1681.670568
Energy above the lowest of the compared OMol25 structures with the same formula, charge and spin in kJ/mol: 305.0
2S+1: 1
Orbital gap in Ha: 0.310
Lowest unoccupied orbital energy in eV: -1.0797
Net charge: 0

XYZ file:
```
66
Properties=species:S:1:pos:R:3:forces:R:3
O 4.085 1.601 -2.430 0.15 0.00 -0.09
H 4.630 0.926 -2.834 0.05 -0.19 -0.26
H 4.571 1.868 -1.650 0.14 0.09 0.29
O 0.794 -4.124 0.918 0.38 -0.53 -0.44
H 1.087 -3.253 0.651 0.06 0.29 -0.05
H -0.024 -3.967 1.390 -0.50 0.19 0.37
O 4.683 -0.049 1.165 -0.23 -0.11 -0.16
H 5.291 -0.257 0.455 0.27 -0.19 -0.11
H 4.738 0.902 1.258 -0.06 0.28 0.20
O 0.402 0.737 -4.862 -0.01 0.21 0.07
H -0.298 0.704 -5.514 -0.27 -0.04 -0.15
H 1.155 0.339 -5.298 0.22 -0.12 0.02
O -3.228 4.426 0.680 -0.35 -0.17 0.60
H -3.027 4.270 -0.243 0.29 -0.03 -0.66
H -2.567 5.056 0.967 0.12 0.11 0.11
O 3.176 4.456 -0.017 0.16 -0.03 0.05
H 3.522 4.717 -0.870 0.08 0.30 -0.34
H 3.770 4.860 0.616 0.06 0.06 0.35
O -3.405 -4.286 -0.208 -0.30 -0.25 0.26
H -3.485 -3.377 -0.496 -0.10 0.16 -0.42
H -2.468 -4.475 -0.264 0.33 -0.04 0.08
O -0.348 1.589 -2.193 -1.55 -0.48 0.05
H 0.485 1.987 -1.939 0.74 0.61 0.34
H -0.245 1.391 -3.124 0.14 -0.34 -0.51
O -0.853 -1.467 -2.490 -0.54 0.12 0.03
H 0.050 -1.725 -2.677 0.38 -0.45 -0.24
H -0.777 -0.599 -2.095 0.03 0.49 0.21
O 3.428 -3.380 2.617 0.50 -0.03 0.39
H 2.758 -2.996 2.052 -0.41 0.01 -0.15
H 4.080 -3.734 2.012 0.08 -0.17 -0.08
O -1.997 -2.743 5.232 0.08 -0.18 0.03
H -2.475 -2.728 6.061 -0.09 -0.01 0.26
H -2.585 -2.317 4.608 0.01 0.19 -0.23
O -1.826 2.897 4.473 0.07 0.12 0.24
H -2.397 2.208 4.135 -0.15 -0.20 -0.05
H -1.462 3.313 3.692 0.07 0.09 -0.20
O -2.498 -0.833 0.775 0.58 -0.44 0.24
H -2.828 -0.030 1.178 -0.68 0.33 0.07
H -3.171 -1.076 0.139 -0.21 0.05 -0.46
O 1.707 -2.527 -3.051 0.01 0.16 -0.08
H 2.257 -2.816 -3.779 0.00 -0.17 -0.25
H 2.327 -2.231 -2.384 0.10 0.00 0.41
O 2.003 -1.482 0.981 0.47 -0.68 -0.20
H 1.299 -0.838 0.905 -0.92 0.65 -0.23
H 2.800 -0.992 0.779 0.54 0.19 0.17
O 1.293 -0.799 3.706 -0.27 0.15 0.49
H 1.562 0.117 3.637 0.03 0.19 0.01
H 1.636 -1.211 2.913 0.20 -0.26 -0.28
O -3.538 -2.038 -2.242 -0.74 0.09 0.43
H -3.930 -1.699 -3.047 -0.19 -0.01 -0.10
H -2.600 -1.879 -2.346 0.96 -0.05 -0.15
O -4.128 1.413 0.621 -0.01 -0.25 0.25
H -4.603 1.337 -0.207 -0.18 -0.07 -0.20
H -3.489 2.109 0.467 0.14 0.62 0.10
O 1.805 2.809 -1.611 -0.07 0.31 -0.20
H 2.249 3.237 -0.879 -0.18 0.11 0.64
H 2.508 2.386 -2.104 0.28 -0.38 -0.36
O -1.615 -3.136 2.134 0.25 -0.28 0.28
H -2.321 -3.567 2.615 -0.03 -0.35 0.11
H -2.047 -2.427 1.658 -0.09 0.51 -0.32
O -2.053 3.994 -1.830 -0.43 0.43 0.01
H -1.610 3.235 -2.211 0.40 -0.76 0.02
H -1.438 4.717 -1.953 0.13 0.21 -0.04
O 0.054 0.400 0.647 0.54 0.37 0.27
H -0.838 0.111 0.839 -0.38 -0.53 -0.04
H -0.033 0.949 -0.132 -0.02 0.10 -0.42
```
Forces are in eV/Å.

=====

# 2
The following is a quantum chemistry calculation of the molecule CN2O2 at a distorted geometry, from OMol25.

Properties
SMILES: O=NC1=NO1
E_tot in hartree: -297.815674
Energy above the lowest of the compared OMol25 structures with the same formula, charge and spin in kJ/mol: 946.1
2S+1: 1
Orbital gap (spin up / spin down) in Ha: 0.262 / 0.316
Lowest unoccupied orbital energy (spin up / spin down) in eV: -2.4428 / -1.5404
Net charge: 0

XYZ file:
```
5
Properties=species:S:1:pos:R:3:forces:R:3
C 0.247 0.076 0.097 0.88 -1.31 0.59
N 1.263 -0.708 0.012 -0.48 -0.53 0.33
N -1.008 0.151 -0.259 1.78 1.90 -0.93
O -2.121 0.085 0.164 -0.72 -0.70 0.57
O 1.558 0.721 0.066 -1.46 0.64 -0.57
```
Forces are in eV/Å.